119
Properties=species:S:1:pos:R:3 method="wB97M-V/def2-TZVPD" smiles=COC[C@H](C)N.COC[C@H](C)N.COC[C@H](C)N.COC[C@H](C)N.COC[C@H](C)N.COC[C@H](C)N.COC[C@H](C)N total_energy_ev=-55043.6301 homo_lumo_gap_ev=9.502 homo_energy_ev=-8.9 spin_multiplicity=1
O 1.20140 -2.02383 4.50824
O -5.34522 -7.20325 0.92410
O 4.62232 2.39139 -2.05130
O 1.72733 -2.60396 -6.07805
O 0.46551 7.59598 -2.87667
O -1.15962 3.37152 3.99478
O -0.26461 1.99105 -0.49140
N -4.64863 -4.58652 0.10049
N 0.41705 6.51736 0.69422
N 1.49055 -1.07090 7.20155
N 1.73244 0.74485 -3.62231
N 1.85934 3.13334 1.89690
N 0.46981 -0.52354 -1.01591
N -0.69864 -4.62696 -5.15683
C 3.15039 0.70582 -3.15876
C -1.27992 -1.53260 0.30604
C 2.04092 -3.76111 -6.80051
C -0.49536 -3.16763 -5.12868
C 4.90427 1.62189 -0.91416
C -4.78936 -6.30474 1.85529
C 4.10966 0.41380 -4.27456
C 0.11369 7.50503 -1.50939
C 3.36813 2.13475 -2.63057
C 0.47656 -2.62682 5.56597
C -0.91631 2.46179 -1.64952
C -6.15381 -8.17339 1.53935
C -0.93109 -0.37371 -0.58396
C 1.22724 5.26926 -1.29813
C 1.65991 8.31868 -3.08550
C -3.44228 -4.28451 2.22961
C 1.03331 6.64619 -0.64988
C 0.91887 2.58049 2.89823
C -0.61609 -0.46781 6.23864
C -3.92667 -5.29152 1.15997
C -0.21342 3.58005 2.98299
C 0.95711 -2.76367 -4.90365
C 0.25054 -1.61718 6.67108
C 1.59310 2.34446 4.23222
C -0.97830 0.97051 0.15083
C -1.40893 -2.58238 -4.05769
C -1.92177 2.20963 3.78734
C 1.05418 -2.70307 3.29321
H 0.60879 -1.32743 -1.61226
H 3.20598 0.01452 -2.31695
H -6.37695 -8.95476 0.81651
H -2.56011 -3.76515 1.85109
H 1.79724 -2.34172 2.58323
H -1.35143 1.28456 3.92486
H -2.02531 1.21683 0.37353
H -1.18223 1.67797 -2.36713
H -4.21097 -3.58115 2.54018
H 0.05701 8.52209 -1.09436
H 3.31737 2.80952 -3.49052
H 4.85752 0.54152 -1.09402
H 1.80961 1.29533 -4.47740
H 0.96264 -1.77494 -4.46005
H -2.42424 -2.92808 -4.24791
H -0.79080 -2.67304 -6.06942
H 5.92327 1.83971 -0.59469
H 0.87912 4.43964 -0.67744
H 2.27088 5.01571 -1.49689
H -1.55291 -0.29236 -1.48809
H -3.08492 -4.81247 3.12296
H 1.41822 -3.45178 -4.17823
H 2.52037 7.77630 -2.68844
H -5.61488 -5.76106 2.35131
H 0.02507 -2.65766 2.92913
H -5.57101 -4.98135 -0.01869
H 1.08494 -3.45889 5.96557
H 2.73097 -4.42100 -6.24931
H 3.93720 -0.56632 -4.72954
H -0.11655 0.17750 5.51742
H 3.93489 1.12216 -5.09207
H 0.86496 2.25062 5.04279
H -4.16825 -4.61762 -0.78523
H -0.24009 -2.12675 7.50691
H 0.69809 5.20981 -2.25033
H 2.52315 2.36851 -1.96782
H -1.04476 -2.85812 -3.06480
H -3.01143 -5.74255 0.76630
H 4.24453 1.85178 -0.06650
H 1.62147 9.29408 -2.56615
H -5.64641 -8.66463 2.38274
H -1.11050 -2.50028 -0.16249
H 1.74928 8.58025 -4.13607
H 2.14763 1.40183 4.21014
H 1.92993 -0.41369 6.57247
H 0.54999 1.62986 2.49881
H -1.44062 -1.48969 -4.07502
H -0.79864 0.16387 7.11029
H -0.11576 5.65196 0.70619
H -2.30277 2.15503 2.75470
H -0.81655 -1.46766 1.28870
H 2.02936 7.06998 -0.51555
H 5.15116 0.49389 -3.96287
H 2.59422 -3.42945 -7.67796
H -1.63031 -4.80998 -5.51361
H -0.44294 0.76666 1.08075
H -0.06476 -5.04796 -5.82618
H 1.32606 -3.77200 3.37579
H 0.22410 4.58282 3.04470
H -7.07727 -7.72834 1.93110
H -1.56590 -0.81623 5.83042
H -0.87218 7.03558 -1.52975
H -0.31177 3.15024 -2.23400
H -1.82330 3.00438 -1.34924
H 0.85648 0.29975 -1.45403
H -4.23783 -6.83028 2.64140
H 2.27161 3.15177 4.50684
H -2.76390 2.24489 4.47400
H -2.35698 -1.49050 0.53202
H 1.40996 -0.15813 -3.94641
H 2.15930 -1.77796 7.47264
H -0.44727 -3.11474 5.22352
H 1.18855 -4.37346 -7.10528
H 1.26428 3.42891 1.12405
H -0.75068 3.61915 2.01214
H 2.40494 2.39086 1.46876
H -0.30055 7.23061 0.80515